i.
Density functional theory data (the ωB97M-V functional and the def2-TZVPD basis) for a 2-piece molecular cluster, C4H10N overall.

Cartesian coordinates (Å):
C  -0.4773  0.4976  1.3600
C  0.2686  0.1059  0.2242
C  1.4736  -0.7707  0.2666
C  -1.4769  -0.7799  -1.6794
N  0.2379  1.5105  0.5125
H  -1.5013  0.8041  1.3635
H  -0.0616  0.4976  2.3808
H  1.4209  -1.5019  1.0634
H  2.4730  -0.2067  0.3218
H  1.6856  -1.4919  -0.6150
H  -1.3235  0.2439  -2.1535
H  -2.0248  -1.0804  -0.7416
H  -1.1483  -1.5106  -2.3947
H  -0.3460  2.0977  -0.0146
H  1.0448  1.8938  1.0026

**Net charge**: +1
**E_HOMO (alpha / beta)**: -13.83 / -13.06 eV
**HOMO-LUMO gap (alpha / beta)**: 9.81 / 7.72 eV

Population analysis type Mulliken, resulting atomic charges in e:
1 C -0.437
2 C 0.469
3 C -1.144
4 C -0.727
5 N -0.224
6 H 0.305
7 H 0.310
8 H 0.323
9 H 0.324
10 H 0.272
11 H 0.297
12 H 0.342
13 H 0.330
14 H 0.274
15 H 0.287

***

ii.
Density functional theory data (the ωB97M-V functional and the def2-TZVPD basis) for a 2-piece molecular cluster, C4H10N overall.

Cartesian coordinates (Å):
C  -0.5918  -2.4948  0.4632
C  -1.8706  -2.2296  0.8426
H  0.3038  -2.8128  1.0342
H  -0.2952  -2.0170  -0.5324
H  -2.5793  -3.0227  1.1660
H  -2.4685  -1.2888  0.5703
C  -0.0454  2.3018  -0.3728
C  1.7042  0.4668  -0.6368
N  1.2501  1.5913  -0.0494
H  0.0458  2.5010  -1.4138
H  -0.8714  1.6142  -0.2075
H  -0.1367  3.1773  0.2451
H  1.0025  -0.1295  -1.1990
H  2.8357  0.3084  -0.6817
H  1.7170  2.0342  0.7720

**Net charge**: +1
**E_HOMO**: -12.09 eV
**HOMO-LUMO gap**: 6.04 eV

Population analysis type Mulliken, resulting atomic charges in e:
1 C -0.378
2 C -0.372
3 H 0.273
4 H 0.092
5 H 0.236
6 H 0.178
7 C -0.735
8 C -0.153
9 N -0.060
10 H 0.334
11 H 0.309
12 H 0.322
13 H 0.327
14 H 0.301
15 H 0.328

***

Which of them is the least stable? Correct choice: i.

***

i.
Density functional theory data (the ωB97M-V functional and the def2-TZVPD basis) for an isolated ion of composition C4H10N and charge +1.

Cartesian coordinates (Å):
C  1.9961  0.1429  0.2420
C  0.7586  -0.4712  -0.2749
N  -0.4386  0.0230  0.4052
C  -1.3591  0.7679  -0.4060
C  -1.7990  -0.5003  0.2327
H  2.5111  -0.4731  0.9772
H  2.7053  0.1442  -0.6560
H  2.0062  1.1279  0.6250
H  0.5767  -1.6797  -0.1788
H  0.7921  -0.0672  -1.3142
H  -0.3943  0.4902  1.3444
H  -1.1214  0.6176  -1.5003
H  -1.8279  1.6944  -0.1621
H  -2.5760  -0.5626  1.1375
H  -1.8298  -1.2538  -0.4717

**Net charge**: +1
**E_HOMO**: -16.40 eV
**HOMO-LUMO gap**: 13.24 eV
**Structure (SMILES)**: CC[NH+]1CC1

Population analysis type Mulliken, resulting atomic charges in e:
1 C -1.290
2 C -0.076
3 N 0.034
4 C -0.517
5 C -0.294
6 H 0.340
7 H 0.320
8 H 0.426
9 H 0.310
10 H 0.220
11 H 0.390
12 H 0.257
13 H 0.305
14 H 0.259
15 H 0.315

***

ii.
Density functional theory data (the ωB97M-V functional and the def2-TZVPD basis) for a 2-piece molecular cluster, C4H10N overall.

Cartesian coordinates (Å):
C  2.1007  -1.1651  0.2236
N  1.1990  -0.6666  1.0491
H  2.7514  -1.8446  0.7594
H  2.0894  -0.7155  -0.7609
H  0.3714  0.0282  0.8506
H  1.6006  -0.4061  1.9930
C  -2.0396  0.0204  0.1930
C  -1.1800  1.0584  -0.4401
C  -0.1177  0.9160  -1.2581
H  -1.9645  -0.7868  -0.5053
H  -1.5329  -0.5635  0.9975
H  -2.9276  0.3399  0.7061
H  -1.6639  2.0955  -0.2967
H  0.1339  1.6616  -1.9978
H  0.1691  -0.1214  -1.3997

**Net charge**: +1
**E_HOMO**: -13.71 eV
**HOMO-LUMO gap**: 7.45 eV

Population analysis type Mulliken, resulting atomic charges in e:
1 C -0.054
2 N -0.185
3 H 0.313
4 H 0.296
5 H 0.220
6 H 0.331
7 C -1.063
8 C -0.187
9 C -0.616
10 H 0.364
11 H 0.300
12 H 0.368
13 H 0.273
14 H 0.286
15 H 0.355

***

Which of them is the least stable? Correct choice: ii.

***

i.
Density functional theory data (the ωB97M-V functional and the def2-TZVPD basis) for a single N2O3S molecule.

Cartesian coordinates (Å):
N  0.2722  0.1325  -2.1397
N  0.4963  -0.0936  -1.1143
O  0.0219  -1.4219  1.2106
O  -1.5296  0.4312  0.4303
O  0.6257  0.8823  1.4886
S  -0.1770  -0.0730  0.9194

**Net charge**: 0
**E_HOMO**: -11.76 eV
**HOMO-LUMO gap**: 10.74 eV

Population analysis type Mulliken, resulting atomic charges in e:
1 N -0.096
2 N 0.221
3 O -0.435
4 O -0.477
5 O -0.412
6 S 1.199

***

ii.
Density functional theory data (the ωB97M-V functional and the def2-TZVPD basis) for a 2-piece molecular cluster, N2O3S overall.

Cartesian coordinates (Å):
N  -0.1093  -0.3311  2.6187
N  -0.5458  -0.4125  1.5978
O  0.9051  0.9000  -0.7803
O  -0.9713  -0.3223  0.4927
O  0.7004  0.2851  -3.1782
S  0.1509  0.4374  -1.8832

**Net charge**: 0
**E_HOMO**: -11.73 eV
**HOMO-LUMO gap**: 10.94 eV

Population analysis type Mulliken, resulting atomic charges in e:
1 N -0.311
2 N 0.827
3 O -0.352
4 O -0.507
5 O -0.377
6 S 0.720

***

Which of them is the least stable? Correct choice: ii.